Record 1
101
Properties=species:S:1:pos:R:3:mulliken_charge:R:1 method="wB97M-V/def2-TZVPD" e_tot_ha=-2273.539406 mol_weight_g_mol=593.825 largest_force_ev_per_a=0.55 smiles="CC(=O)N(C)[C@@H]1C(=O)OC[C@H]1CCO[Si](C)(C)C.CO.CO.CO.CO.CO.CO.CO.CO.CO.CO" homo_lumo_gap_ev=9.6 homo_ev=-9.329
C -0.6303 2.4107 0.1683 -0.68
C -1.3117 1.1886 -0.3710 0.25
O -2.2626 0.6775 0.1673 -0.65
N -0.7611 0.6546 -1.5692 0.84
C -1.1421 1.5119 -2.7009 -1.10
C -1.0256 -0.7514 -1.7507 -0.35
C -0.8089 -1.5963 -0.4983 0.47
O -0.5640 -1.2712 0.6202 -0.50
O -0.8156 -2.8989 -0.8872 -0.40
C -0.5070 -2.9521 -2.2983 -1.14
C -0.0622 -1.5364 -2.6626 1.41
C -0.0748 -1.3227 -4.1727 -1.28
C 0.7987 -0.1723 -4.7291 -0.78
O 1.5521 0.4856 -3.7378 -0.50
Si 3.1573 0.1695 -3.4304 0.46
C 3.5094 -1.6471 -3.6467 -0.42
C 3.4105 0.6576 -1.6601 -0.95
C 4.2520 1.1441 -4.5877 -1.16
H -0.2559 2.1734 1.1662 0.00
H -1.3435 3.2332 0.2509 0.30
H 0.2050 2.7182 -0.4563 0.38
H -0.3877 2.2820 -2.8704 0.21
H -1.2113 0.9033 -3.5980 0.34
H -2.1194 1.9836 -2.5491 0.43
H -2.0437 -0.9644 -2.1257 0.22
H 0.2828 -3.6904 -2.4433 0.38
H -1.3984 -3.2740 -2.8445 0.37
H 0.9405 -1.3802 -2.2553 -0.35
H -1.1110 -1.1843 -4.5031 0.33
H 0.2570 -2.2607 -4.6319 0.46
H 0.1650 0.5776 -5.2089 0.59
H 1.4506 -0.5748 -5.5151 0.36
H 4.5425 -1.8548 -3.3580 0.06
H 3.3902 -1.9666 -4.6871 0.26
H 2.8550 -2.2696 -3.0294 0.30
H 2.6708 0.1454 -1.0365 0.19
H 3.2594 1.7297 -1.5091 0.33
H 4.4048 0.3812 -1.3005 0.37
H 5.1594 0.5795 -4.8172 0.27
H 4.5357 2.0962 -4.1319 0.35
H 3.7456 1.3715 -5.5297 0.31
C 7.0257 -2.2428 -1.7723 -0.48
O 5.8243 -2.5183 -1.0677 -0.46
H 7.1199 -1.1594 -1.8173 0.20
H 7.9043 -2.6457 -1.2615 0.33
H 7.0020 -2.6273 -2.7967 0.14
H 5.7141 -3.4719 -1.0123 0.27
C -2.1977 1.9056 3.7089 -0.31
O -1.2955 0.9066 3.2604 -0.44
H -1.8908 2.1958 4.7131 -0.12
H -2.2021 2.7936 3.0699 0.24
H -3.2191 1.5141 3.7635 0.34
H -1.5819 0.6374 2.3772 0.19
C -0.4161 2.9041 6.9551 -0.28
O 0.5021 1.9340 6.4642 -0.56
H -0.0155 3.2586 7.9025 0.28
H -0.5023 3.7573 6.2736 0.20
H -1.4036 2.4740 7.1333 0.00
H 0.1734 1.5823 5.6299 0.34
C -4.4681 -1.4516 2.5178 -0.62
O -4.1377 -1.1827 3.8835 -0.56
H -5.3841 -2.0363 2.5270 0.34
H -4.6541 -0.5221 1.9735 0.25
H -3.6726 -2.0050 2.0163 0.30
H -3.3333 -0.6488 3.8847 0.28
C -3.7390 0.6064 6.9436 -0.29
O -3.1224 0.9748 8.1695 -0.56
H -3.9618 1.5208 6.3987 0.04
H -3.0689 -0.0169 6.3429 0.26
H -4.6750 0.0648 7.1030 0.24
H -2.9030 0.1771 8.6585 0.30
C -7.3230 -0.5797 5.8032 -0.52
O -6.8281 -0.4982 4.4802 -0.48
H -8.3860 -0.8079 5.7347 0.27
H -6.8356 -1.3792 6.3710 0.28
H -7.1993 0.3601 6.3500 0.17
H -5.8704 -0.3608 4.5105 0.32
C 5.7691 -3.4429 -5.8443 -0.47
O 5.9461 -2.0301 -5.8729 -0.41
H 5.1070 -3.6596 -5.0084 0.19
H 5.2997 -3.8191 -6.7566 0.19
H 6.7151 -3.9680 -5.6846 0.33
H 6.5298 -1.8194 -6.6076 0.25
C 1.2846 4.0811 3.3148 -0.41
O 1.5426 4.1402 1.9181 -0.48
H 0.6253 3.2289 3.4738 0.00
H 2.1961 3.9196 3.8951 0.33
H 0.7845 4.9828 3.6790 0.31
H 2.1355 4.8760 1.7421 0.27
C 4.6078 -4.3480 -9.7005 -0.57
O 3.5923 -4.2110 -8.7182 -0.49
H 4.9171 -5.3908 -9.6865 0.22
H 4.2461 -4.1074 -10.7034 0.29
H 5.4804 -3.7250 -9.4821 0.24
H 3.2949 -3.2963 -8.7114 0.29
C -7.1060 3.5123 5.9527 -0.68
O -6.1717 2.5714 5.4478 -0.35
H -6.7599 3.7937 6.9452 0.25
H -7.1578 4.4125 5.3345 0.26
H -8.1089 3.0855 6.0420 0.29
H -6.4555 2.2943 4.5700 0.25

Record 2
18
Properties=species:S:1:pos:R:3:nbo_charge:R:1 method="wB97M-V/def2-TZVPD" e_tot_ha=-347.771802 mol_weight_g_mol=110.156 largest_force_ev_per_a=8.47 smiles=C1[C@H]2C[C@@H]3O[C@H]2C[C@H]13 homo_lumo_gap_ev=10.2 homo_ev=-9.205 relative_energy_kcal_mol=120.09
C 0.0530 -0.1357 1.2924 -0.42
C -0.8542 0.7556 0.5637 -0.24
C 0.2930 1.5705 -0.0956 -0.44
C 0.9341 0.4521 -0.8871 0.09
O 0.1112 0.1111 -1.8452 -0.49
C -0.9845 -0.3134 -0.9015 0.04
C -0.2035 -1.5444 -0.4913 -0.43
C 0.9511 -0.6953 0.2477 -0.29
H -0.7888 -0.7026 2.1630 0.21
H 0.5404 0.5788 2.0533 0.22
H -1.7815 1.3015 0.6614 0.24
H 1.0858 1.9289 0.5923 0.21
H -0.2371 2.3139 -0.7140 0.21
H 1.8139 0.7616 -1.4246 0.21
H -1.9629 -0.4956 -1.0801 0.20
H -0.7618 -2.0093 0.4579 0.20
H -0.0013 -2.5274 -1.1872 0.24
H 1.7930 -1.3503 0.5950 0.24

Record 3
51
Properties=species:S:1:pos:R:3:nbo_charge:R:1 method="wB97M-V/def2-TZVPD" spin_multiplicity=2 e_tot_ha=-6206.459324 mol_weight_g_mol=634.394 s2=0.808 largest_force_ev_per_a=0.76 charge=+2 homo_lumo_gap_ev="6.3 / 6.3" homo_ev="-14.589 / -14.611" relative_energy_kcal_mol=4.67
Tc -0.6187 0.3938 0.8229 0.57
S 1.1879 0.5821 1.8997 0.44
C 2.3178 1.6848 1.1216 -0.29
C 3.5864 1.7971 1.6916 -0.17
C 4.5041 2.6638 1.1156 -0.16
C 4.1540 3.4188 0.0029 -0.16
C 2.8843 3.3128 -0.5595 -0.20
C 1.9723 2.4288 -0.0055 -0.30
As 0.1398 2.2576 -0.5395 1.31
C -0.0066 1.9145 -2.3998 -0.43
C 1.1267 1.7813 -3.1957 -0.20
C 0.9794 1.5226 -4.5522 -0.19
C -0.2880 1.3920 -5.1010 -0.16
C -1.4172 1.5123 -4.3000 -0.21
C -1.2825 1.7704 -2.9446 -0.15
C -0.6284 3.9580 -0.1301 -0.29
C -1.2089 4.7154 -1.1390 -0.22
C -1.7005 5.9803 -0.8353 -0.19
C -1.6001 6.4726 0.4558 -0.17
C -1.0084 5.7086 1.4568 -0.18
C -0.5206 4.4448 1.1703 -0.25
H 3.8512 1.2195 2.5683 0.25
H 5.4919 2.7600 1.5448 0.25
H 4.8701 4.1066 -0.4264 0.25
H 2.6229 3.9333 -1.4077 0.24
H 2.1215 1.8861 -2.7820 0.22
H 1.8554 1.4301 -5.1798 0.24
H -0.3971 1.1958 -6.1591 0.24
H -2.4039 1.4088 -4.7308 0.24
H -2.1754 1.8639 -2.3361 0.22
H -1.2752 4.3478 -2.1541 0.23
H -2.1543 6.5771 -1.6147 0.24
H -1.9785 7.4599 0.6840 0.24
H -0.9243 6.1020 2.4610 0.24
H -0.0586 3.8608 1.9588 0.22
Se -3.7798 3.1524 3.0718 0.41
C -2.6664 2.1836 2.2708 0.10
N -1.8566 1.4926 1.6935 -0.63
N 1.9218 -1.0258 -1.2174 -0.75
C 0.9224 -1.8560 -0.8861 0.45
C 0.9504 -3.2188 -1.2583 -0.27
C -0.0448 -4.0563 -0.8536 -0.08
C -1.1100 -3.5716 -0.0621 -0.25
C -1.0921 -2.2533 0.2430 0.03
N -0.1114 -1.3818 -0.1684 -0.56
H 2.7039 -1.3676 -1.7489 0.43
H 1.9450 -0.0640 -0.9261 0.41
H 1.7805 -3.5795 -1.8501 0.25
H -0.0081 -5.1005 -1.1347 0.26
H -1.9082 -4.2087 0.2851 0.26
H -1.8971 -1.8149 0.8384 0.20

Record 4
12
Properties=species:S:1:pos:R:3:nbo_charge:R:1 method="wB97M-V/def2-TZVPD" e_tot_ha=-1043.325930 mol_weight_g_mol=135.213 largest_force_ev_per_a=4.92 homo_lumo_gap_ev=8.4 homo_ev=-8.800 relative_energy_kcal_mol=227.98
C -1.0030 2.0839 -0.0595 -0.45
C 1.9438 0.2810 0.2211 -0.22
C -0.3824 -0.4129 -0.0674 -0.15
H -0.0434 2.8930 -1.1161 0.27
H -2.5512 1.6564 -0.9247 0.21
H -1.2537 2.6518 1.2817 0.26
H 2.2419 0.3121 1.3962 0.19
H 2.8740 0.3478 -0.2081 0.21
N -0.1881 0.9608 0.3610 -0.29
O 1.0646 1.2417 -0.2965 -0.38
S 1.1805 -1.3017 -0.1135 0.32
S -1.9192 -0.9629 0.0417 0.02